Below is C4H12O2RbS2 as an isolated structure, with properties calculated with ωB97M-V/def2-TZVPD.

Each line ends with the Löwdin charge.
Geometry (Å):
Rb  -0.81  2.18  1.06  1.00
C  0.49  -0.45  3.40  -0.22
S  1.17  -1.13  1.79  0.93
O  0.58  -0.23  0.69  -0.75
C  2.98  -0.79  1.97  -0.20
H  0.95  -0.92  4.27  0.07
H  -0.56  -0.71  3.44  0.06
H  0.71  0.61  3.55  0.05
H  3.50  -1.61  1.48  0.06
H  3.19  -0.96  3.03  0.06
H  3.34  0.20  1.67  0.07
C  -1.26  0.59  -3.89  -0.17
S  -0.51  0.27  -2.29  1.10
O  -0.08  1.62  -1.74  -0.37
C  -2.15  -0.06  -1.52  -0.18
H  -1.99  1.39  -3.85  0.10
H  -1.66  -0.34  -4.30  0.10
H  -0.43  0.78  -4.57  0.09
H  -2.83  0.75  -1.76  0.08
H  -2.07  -0.21  -0.45  0.05
H  -2.56  -0.96  -1.98  0.09

2S+1: 2
HOMO level (spin up / spin down): -16.00 / -15.75 eV
E: -30745.078 eV
Largest force on an atom: 2.60 eV/A
Energy above the lowest of the compared OMol25 structures with the same formula, charge and spin: 0.00 kcal/mol
HOMO-LUMO gap (spin up / spin down): 9.54 / 3.96 eV
<S²>: 0.757
Total charge: +2

Below is a 4-piece molecular cluster, C24H40O9S3 overall, with properties calculated with ωB97M-V/def2-TZVPD.

Each line ends with the Löwdin charge.
Geometry (Å):
C  4.62  -1.73  0.09  0.13
C  4.39  -0.76  -0.56  -0.15
C  4.11  0.43  -1.35  -0.22
C  2.61  0.67  -1.56  -0.18
C  1.89  1.10  -0.27  -0.12
C  0.41  0.91  -0.43  -0.08
C  -0.40  1.69  -1.16  -0.09
C  0.04  2.93  -1.88  -0.10
C  -0.61  4.22  -1.31  -0.16
C  -0.75  4.22  0.19  -0.23
O  -1.30  5.50  0.58  -0.08
C  -1.85  1.35  -1.29  -0.27
O  -2.57  2.07  -1.97  0.13
C  -2.42  0.18  -0.59  -0.07
C  -3.88  -0.05  -0.83  -0.03
C  -4.17  -0.17  -2.31  -0.50
O  -3.39  -0.52  -3.14  0.15
O  -5.48  0.13  -2.61  0.08
C  -1.63  -0.57  0.19  -0.06
C  -2.08  -1.75  1.01  -0.11
C  -1.52  -3.09  0.55  -0.22
O  -2.42  -3.65  -0.42  -0.08
C  -0.18  -0.26  0.30  -0.26
O  0.54  -0.95  1.00  0.11
H  4.84  -2.61  0.65  0.00
H  4.59  1.31  -0.93  0.12
H  4.56  0.27  -2.33  0.12
H  2.51  1.44  -2.32  0.11
H  2.15  -0.23  -1.97  0.13
H  2.09  2.16  -0.11  0.12
H  2.26  0.49  0.55  0.11
H  -0.24  2.86  -2.93  0.13
H  1.11  3.07  -1.78  0.10
H  0.05  5.05  -1.56  0.08
H  -1.59  4.38  -1.76  0.11
H  0.22  4.12  0.68  0.12
H  -1.45  3.45  0.54  0.12
H  -1.87  5.35  1.33  0.08
H  -4.25  -0.96  -0.38  0.12
H  -4.43  0.82  -0.47  0.14
H  -5.90  -0.65  -2.99  0.12
H  -3.16  -1.82  1.10  0.11
H  -1.70  -1.59  2.02  0.13
H  -0.53  -2.98  0.12  0.11
H  -1.49  -3.74  1.42  0.12
H  -2.05  -4.50  -0.66  0.08
C  5.19  -4.27  4.37  -0.27
S  6.46  -4.07  3.11  0.80
O  5.84  -4.43  1.81  -0.56
C  7.47  -5.46  3.63  -0.27
H  4.43  -3.52  4.20  0.05
H  4.75  -5.27  4.29  0.06
H  5.64  -4.13  5.36  0.05
H  6.88  -6.38  3.60  0.06
H  7.84  -5.28  4.64  0.05
H  8.31  -5.54  2.94  0.05
C  0.17  8.20  -0.86  -0.27
S  1.26  7.85  -2.24  0.81
O  1.92  6.55  -1.95  -0.56
C  2.46  9.14  -1.86  -0.28
H  -0.64  7.47  -0.87  0.03
H  0.72  8.11  0.08  0.06
H  -0.24  9.20  -0.97  0.05
H  2.85  8.99  -0.86  0.06
H  1.98  10.11  -1.94  0.05
H  3.26  9.07  -2.59  0.05
C  -5.92  -7.66  0.18  -0.27
S  -4.59  -6.48  0.47  0.78
O  -4.01  -6.79  1.80  -0.55
C  -5.65  -5.05  0.68  -0.27
H  -5.46  -8.65  0.06  0.05
H  -6.59  -7.67  1.04  0.06
H  -6.45  -7.39  -0.73  0.05
H  -6.35  -5.22  1.50  0.06
H  -6.19  -4.86  -0.25  0.05
H  -5.01  -4.20  0.91  0.03

HOMO level: -8.94 eV
E: -76465.278 eV
Largest force on an atom: 0.91 eV/A
HOMO-LUMO gap: 7.91 eV

Below is C44H44AsBrN5O3RbS as an isolated structure, with properties calculated with ωB97M-V/def2-TZVPD.

Each line ends with the Löwdin charge.
Geometry (Å):
Rb  0.47  0.34  -0.21  0.55
C  3.64  2.01  -0.93  -0.04
C  2.50  2.26  -1.87  -0.40
N  2.25  1.47  -2.86  0.02
O  3.24  0.46  -2.97  -0.11
C  1.59  3.36  -1.64  -0.39
C  0.47  3.64  -2.60  -0.06
N  1.77  4.07  -0.54  -0.14
O  0.97  5.03  -0.29  -0.26
H  3.73  0.94  -0.71  0.05
H  3.49  2.59  -0.03  0.06
H  4.59  2.31  -1.39  0.08
H  2.82  -0.16  -3.57  0.04
H  0.76  3.39  -3.61  0.06
H  0.19  4.69  -2.51  0.05
H  -0.43  3.05  -2.37  0.07
S  -2.96  0.42  -1.74  0.47
C  -3.00  -0.27  -3.34  -0.76
C  -4.03  0.09  -4.23  -0.16
C  -4.17  -0.49  -5.47  -0.13
C  -3.28  -1.48  -5.90  -0.13
C  -2.24  -1.83  -5.05  -0.15
C  -2.07  -1.23  -3.81  -0.43
As  -0.64  -1.76  -2.59  1.30
C  0.85  -2.12  -3.83  -0.38
C  1.94  -2.80  -3.30  -0.14
C  3.11  -2.94  -4.03  -0.09
C  3.21  -2.37  -5.30  -0.11
C  2.14  -1.66  -5.81  -0.10
C  0.97  -1.53  -5.08  -0.12
C  -1.33  -3.58  -2.32  -0.34
C  -0.61  -4.76  -2.49  -0.09
C  -1.19  -5.99  -2.19  -0.10
C  -2.48  -6.06  -1.70  -0.13
C  -3.20  -4.89  -1.50  -0.10
C  -2.63  -3.66  -1.81  -0.11
H  -4.74  0.84  -3.90  0.08
H  -4.99  -0.19  -6.11  0.09
H  -3.39  -1.95  -6.86  0.08
H  -1.53  -2.60  -5.36  0.10
H  1.92  -3.16  -2.28  0.08
H  3.96  -3.45  -3.59  0.10
H  4.14  -2.46  -5.86  0.09
H  2.22  -1.18  -6.78  0.10
H  0.15  -0.94  -5.49  0.10
H  0.40  -4.73  -2.87  0.08
H  -0.61  -6.90  -2.34  0.09
H  -2.93  -7.02  -1.47  0.09
H  -4.21  -4.92  -1.11  0.10
H  -3.19  -2.75  -1.65  0.10
Br  6.31  -1.07  5.05  0.68
C  4.64  -0.41  4.41  -0.68
C  4.28  -0.63  3.09  -0.09
C  3.07  -0.12  2.64  0.01
C  2.22  0.54  3.52  -0.24
C  2.61  0.78  4.84  -0.03
C  3.84  0.31  5.28  -0.15
N  0.97  0.93  2.98  0.12
C  -0.02  1.18  3.73  -0.09
C  -1.34  1.58  3.17  -0.26
C  -2.37  1.94  4.04  -0.04
C  -3.58  2.34  3.48  -0.08
C  -3.71  2.36  2.11  -0.05
C  -2.62  1.96  1.32  -0.14
N  -1.47  1.57  1.84  0.10
H  4.91  -1.19  2.41  0.10
H  2.77  -0.28  1.61  0.06
H  1.99  1.34  5.52  0.10
H  4.16  0.49  6.30  0.09
H  0.01  1.11  4.82  0.11
H  -2.22  1.92  5.11  0.10
H  -4.40  2.63  4.12  0.10
H  -4.62  2.66  1.63  0.10
H  -2.69  1.95  0.24  0.02
C  -3.55  -4.17  2.50  -0.07
N  -2.43  -3.82  1.65  -0.15
C  -1.39  -4.81  1.45  -0.05
C  -2.22  -2.55  1.20  -0.50
C  -3.32  -1.54  1.40  0.00
O  -1.19  -2.25  0.62  -0.03
H  -3.44  -5.21  2.80  0.08
H  -4.51  -4.08  1.97  0.08
H  -3.60  -3.57  3.41  0.09
H  -1.85  -5.77  1.18  0.08
H  -0.77  -4.94  2.34  0.09
H  -0.76  -4.49  0.63  0.07
H  -4.32  -1.98  1.43  0.07
H  -3.26  -0.84  0.57  0.01
H  -3.15  -1.00  2.34  0.08
C  4.36  -4.19  0.83  -0.16
C  3.00  -4.26  1.14  -0.15
C  2.15  -3.23  0.78  -0.19
C  2.54  -2.06  0.09  -0.20
C  3.92  -2.06  -0.21  -0.21
C  4.81  -3.07  0.14  -0.16
H  5.04  -4.99  1.11  0.07
H  2.62  -5.13  1.67  0.08
H  1.10  -3.34  1.05  0.04
H  4.34  -1.22  -0.77  0.06
H  5.86  -2.99  -0.13  0.08

HOMO level: -1.23 eV
E: -202304.106 eV
Largest force on an atom: 0.44 eV/A
Energy above the lowest of the compared OMol25 structures with the same formula, charge and spin: 36.41 kcal/mol
HOMO-LUMO gap: 4.68 eV
Total charge: -2

Below is a 2-piece molecular cluster, C5H12NO overall, with properties calculated with ωB97M-V/def2-TZVPD.

Each line ends with the Löwdin charge.
Geometry (Å):
C  -2.97  0.29  0.83  -0.02
C  -2.26  -0.70  1.38  -0.08
C  0.93  0.24  -0.14  -0.35
C  0.32  1.58  0.01  0.06
C  2.35  -1.15  -1.44  -0.05
N  1.76  0.09  -1.15  0.08
O  0.54  -0.80  0.48  0.18
H  -3.37  0.29  -0.09  0.03
H  -3.04  1.28  1.27  0.08
H  -1.64  -0.69  2.30  0.08
H  -2.20  -1.66  0.97  0.05
H  0.50  2.06  0.94  0.11
H  -0.74  1.32  0.11  0.08
H  0.47  2.44  -0.55  0.09
H  1.59  -1.93  -1.39  0.10
H  2.82  -1.30  -2.40  0.10
H  3.11  -1.50  -0.61  0.15
H  1.96  0.84  -1.74  0.16
H  -0.13  -0.71  1.24  0.15

HOMO level: -14.18 eV
E: -8908.817 eV
Largest force on an atom: 4.53 eV/A
Energy above the lowest of the compared OMol25 structures with the same formula, charge and spin: 41.79 kcal/mol
HOMO-LUMO gap: 10.66 eV
Total charge: +1

Below is C30H42AsClFeO8SSi as an isolated structure, with properties calculated with ωB97M-V/def2-TZVPD.

Each line ends with the Löwdin charge.
Geometry (Å):
Fe  -0.14  0.29  -0.19  0.57
C  2.45  -2.06  -0.64  -0.03
C  3.19  -0.73  -0.70  -0.60
C  4.25  -0.66  0.39  -0.02
C  3.81  -0.54  -2.08  -0.02
O  2.20  0.31  -0.46  -0.22
Si  2.36  1.95  -0.38  -0.12
S  0.34  2.56  -0.25  0.40
O  3.31  2.45  0.85  -0.15
C  3.10  2.78  2.23  -0.64
C  2.19  1.76  2.90  -0.04
C  2.48  4.17  2.31  -0.03
C  4.48  2.77  2.88  -0.03
O  3.13  2.39  -1.74  -0.15
C  3.64  3.64  -2.20  -0.64
C  3.71  3.53  -3.72  -0.03
C  5.03  3.85  -1.60  -0.02
C  2.70  4.78  -1.80  -0.04
H  3.15  -2.89  -0.75  0.10
H  1.71  -2.11  -1.44  0.07
H  1.93  -2.15  0.31  0.06
H  5.02  -1.42  0.22  0.09
H  3.78  -0.85  1.36  0.08
H  4.71  0.32  0.42  0.08
H  4.47  -1.38  -2.31  0.09
H  4.38  0.38  -2.12  0.07
H  3.02  -0.49  -2.83  0.10
H  1.21  1.75  2.43  0.04
H  2.07  1.99  3.96  0.09
H  2.61  0.75  2.81  0.08
H  1.53  4.17  1.78  0.05
H  3.14  4.91  1.85  0.09
H  2.30  4.45  3.35  0.09
H  4.90  1.76  2.85  0.08
H  4.40  3.08  3.92  0.09
H  5.15  3.44  2.36  0.08
H  4.35  2.69  -4.00  0.08
H  4.12  4.44  -4.16  0.09
H  2.71  3.36  -4.12  0.09
H  5.71  3.08  -1.95  0.09
H  4.96  3.78  -0.51  0.07
H  5.42  4.83  -1.88  0.09
H  1.69  4.55  -2.12  0.07
H  3.02  5.72  -2.25  0.09
H  2.69  4.89  -0.71  0.07
O  -0.47  -0.94  -2.13  -0.45
Cl  -1.45  -1.59  -1.24  0.90
O  -2.88  -3.22  1.64  -0.01
O  -2.30  -0.51  -0.71  -0.45
O  -0.64  -2.10  -0.10  -0.51
O  -0.25  -0.19  1.95  -0.51
As  -0.77  -1.57  2.69  1.27
C  -0.67  -1.07  4.57  -0.28
C  -0.60  -1.99  5.61  -0.10
C  -0.40  -1.55  6.91  -0.08
C  -0.25  -0.20  7.17  -0.08
C  -0.34  0.73  6.14  -0.07
C  -0.55  0.29  4.84  -0.09
C  -2.64  -2.06  2.40  -0.43
C  -3.24  -3.32  3.01  -0.22
C  -4.66  -3.29  3.31  -0.02
C  -5.43  -2.28  2.88  -0.06
C  -4.86  -1.07  2.32  -0.05
C  -3.54  -0.91  2.21  -0.05
C  0.48  -3.04  2.59  -0.29
C  1.71  -2.82  3.21  -0.10
C  2.72  -3.75  3.10  -0.07
C  2.51  -4.92  2.38  -0.07
C  1.28  -5.15  1.78  -0.07
C  0.26  -4.22  1.88  -0.09
H  -0.69  -3.06  5.41  0.10
H  -0.35  -2.27  7.72  0.10
H  -0.07  0.14  8.18  0.10
H  -0.24  1.78  6.34  0.11
H  -0.60  0.98  4.01  0.10
H  -2.59  -3.98  3.58  0.14
H  -5.08  -4.10  3.89  0.11
H  -6.50  -2.30  3.05  0.11
H  -5.53  -0.25  2.09  0.11
H  -3.08  0.04  1.98  0.11
H  1.86  -1.89  3.76  0.11
H  3.67  -3.57  3.59  0.11
H  3.31  -5.64  2.27  0.11
H  1.12  -6.06  1.22  0.11
H  -0.68  -4.38  1.38  0.10

2S+1: 5
HOMO level (spin up / spin down): -8.05 / -8.17 eV
E: -174631.679 eV
Largest force on an atom: 2.20 eV/A
Energy above the lowest of the compared OMol25 structures with the same formula, charge and spin: 20.21 kcal/mol
HOMO-LUMO gap (spin up / spin down): 8.13 / 8.24 eV
<S²>: 6.009

Below is C2H3N4OS as an isolated structure, with properties calculated with ωB97M-V/def2-TZVPD.

Each line ends with the Löwdin charge.
Geometry (Å):
C  -0.84  0.26  -0.01  -0.43
C  1.60  0.37  -0.05  -0.26
N  -0.24  1.56  0.01  0.15
N  1.00  1.48  -0.01  0.03
N  0.00  -0.71  -0.09  0.22
N  -2.16  0.25  0.05  0.25
O  2.95  -1.73  0.03  -0.41
S  3.13  -0.32  0.03  1.03
H  -0.09  -1.70  -0.13  0.13
H  -2.65  1.13  0.16  0.14
H  -2.69  -0.60  0.00  0.15

2S+1: 3
HOMO level (spin up / spin down): -13.43 / -15.63 eV
E: -20953.179 eV
Largest force on an atom: 6.86 eV/A
HOMO-LUMO gap (spin up / spin down): 8.07 / 7.04 eV
<S²>: 2.019
Total charge: +1